Entry 1:
Below is C16H38CuN2O8 as an isolated structure in a non-equilibrium geometry, with properties calculated with ωB97M-V/def2-TZVPD.

The geometry in XYZ format:
```
65
Properties=species:S:1:pos:R:3
Cu 16.03 -3.11 -0.15
C 17.66 -1.39 1.33
O 18.02 -2.60 1.10
O 17.89 -0.93 2.53
O 16.45 -1.02 0.93
C 16.42 -9.09 -1.81
O 15.97 -7.79 -1.39
C 16.49 -7.40 -0.13
C 16.33 -5.91 0.08
N 16.84 -5.14 -1.07
C 18.32 -5.14 -1.17
C 18.86 -4.53 -2.46
O 18.62 -5.27 -3.69
C 17.30 -5.33 -4.18
H 16.28 -9.81 -0.99
H 17.49 -9.17 -2.05
H 15.84 -9.33 -2.69
H 17.54 -7.70 -0.10
H 16.08 -7.87 0.78
H 16.85 -5.57 0.97
H 15.30 -5.60 0.27
H 16.61 -5.70 -1.87
H 18.69 -6.16 -1.02
H 18.66 -4.57 -0.30
H 19.94 -4.51 -2.46
H 18.45 -3.54 -2.65
H 17.29 -5.69 -5.21
H 16.87 -4.33 -4.11
H 16.65 -5.99 -3.59
C 11.79 -0.21 0.12
O 12.38 -0.78 -1.03
C 13.16 -1.91 -0.78
C 13.58 -2.52 -2.15
N 15.04 -2.68 -2.25
C 15.63 -1.53 -2.90
C 15.20 -1.20 -4.32
O 15.36 -2.30 -5.19
C 15.21 -2.20 -6.62
H 11.27 -0.98 0.70
H 11.04 0.51 -0.19
H 12.69 0.10 0.66
H 12.63 -2.75 -0.32
H 14.03 -1.83 -0.12
H 13.15 -1.90 -2.94
H 13.13 -3.52 -2.17
H 15.21 -3.35 -3.00
H 16.72 -1.64 -2.93
H 15.44 -0.63 -2.31
H 15.92 -0.42 -4.60
H 14.21 -0.73 -4.38
H 14.16 -2.19 -6.90
H 15.71 -3.01 -7.15
H 15.68 -1.31 -7.06
C 13.98 -6.02 2.90
C 13.62 -4.61 2.46
C 13.01 -3.70 3.59
O 14.77 -3.93 1.92
H 13.79 -6.24 3.95
H 15.01 -6.27 2.65
H 13.40 -6.78 2.38
H 12.86 -4.61 1.67
H 13.67 -3.79 4.46
H 12.04 -4.08 3.91
H 12.96 -2.69 3.19
H 15.21 -3.51 2.67
```

Properties
Frontier orbital gap: 4.2 eV
M: 450.0 g/mol
Total charge: -1
Relative energy (zero: lowest compared OMol25 entry of this formula, charge and spin): 105.1 kJ/mol
E_tot: -81203.85793 eV



Entry 2:
Below is a 3-piece molecular cluster, C16H38N3O11S2 overall in a non-equilibrium geometry, with properties calculated with ωB97M-V/def2-TZVPD.

The geometry in XYZ format:
```
70
Properties=species:S:1:pos:R:3
O 5.50 -0.24 0.78
C 4.78 0.73 0.16
O 4.78 2.16 0.64
C 3.81 0.36 -1.11
C 2.23 0.38 -0.57
C 1.88 -1.06 0.15
S 0.04 -0.94 0.65
O -0.38 -2.37 1.08
O 0.00 -0.01 1.89
N -0.79 -0.33 -0.76
S -2.27 0.51 -0.35
O -2.82 1.11 -1.71
O -3.42 -0.44 0.16
O -2.05 1.88 0.68
H 3.97 2.23 1.25
H 3.88 1.11 -2.00
H 4.00 -0.76 -1.43
H 1.56 0.60 -1.53
H 2.11 1.29 0.17
H 1.95 -1.88 -0.70
H 2.57 -1.31 1.08
H -1.33 2.49 0.31
C -3.31 3.59 -3.57
O -2.95 4.32 -2.41
C -2.66 5.71 -2.65
C -3.84 6.61 -2.25
N -4.97 6.49 -3.17
C -6.25 6.97 -2.66
C -6.74 6.50 -1.27
O -7.18 5.15 -1.22
C -6.14 4.18 -1.26
H -3.21 2.52 -3.34
H -4.34 3.77 -3.86
H -2.64 3.82 -4.41
H -2.33 5.88 -3.68
H -1.81 5.95 -1.99
H -3.50 7.66 -2.24
H -4.11 6.34 -1.23
H -5.08 5.52 -3.44
H -7.01 6.68 -3.40
H -6.22 8.07 -2.66
H -7.63 7.10 -1.03
H -6.03 6.71 -0.47
H -5.28 4.48 -0.66
H -5.87 4.00 -2.30
H -6.52 3.24 -0.86
C 5.52 -7.41 1.59
O 4.12 -7.65 1.55
C 3.51 -7.85 2.83
C 2.77 -6.58 3.31
N 3.69 -5.51 3.69
C 3.11 -4.17 3.75
C 2.27 -3.65 2.56
O 3.03 -3.31 1.40
C 3.52 -4.42 0.67
H 5.92 -7.58 0.59
H 5.74 -6.38 1.87
H 6.02 -8.09 2.28
H 4.23 -8.22 3.57
H 2.76 -8.64 2.69
H 2.15 -6.84 4.18
H 2.11 -6.28 2.50
H 4.47 -5.49 3.04
H 3.94 -3.48 3.91
H 2.49 -4.12 4.66
H 1.82 -2.71 2.89
H 1.44 -4.30 2.31
H 2.79 -5.24 0.61
H 4.45 -4.77 1.11
H 3.75 -4.10 -0.35
```

Properties
Frontier orbital gap: 8.5 eV
M: 512.6 g/mol
Total charge: -1
Relative energy (zero: lowest compared OMol25 entry of this formula, charge and spin): 568.4 kJ/mol
E_tot: -65864.32628 eV



Entry 3:
Below is a 9-piece molecular cluster, C16H38N9O19PSi overall in a non-equilibrium geometry, with properties calculated with ωB97M-V/def2-TZVPD.

The geometry in XYZ format:
```
84
Properties=species:S:1:pos:R:3
C 2.32 -3.67 3.07
C 2.28 -2.69 1.91
C 1.32 -2.88 0.94
C 1.23 -2.07 -0.15
C 2.12 -1.02 -0.24
C 3.07 -0.82 0.71
C 3.18 -1.64 1.81
C 4.30 -1.37 2.80
Si 3.74 -0.93 4.54
O 4.99 -0.22 5.40
P 2.01 0.49 4.56
N 2.39 1.91 4.06
O 0.81 -0.20 3.71
O 1.43 0.56 6.09
H 3.34 -3.83 3.41
H 1.82 -4.60 2.80
H 1.76 -3.23 3.91
H 0.61 -3.70 1.00
H 0.48 -2.24 -0.92
H 2.04 -0.37 -1.11
H 3.76 0.01 0.56
H 5.03 -2.18 2.77
H 4.84 -0.49 2.42
H 3.41 -2.18 5.23
H 5.02 0.70 5.12
H 2.24 2.59 4.79
H 0.73 0.32 2.89
H 1.85 -0.15 6.60
C -0.46 0.17 -3.74
N -0.28 -1.05 -2.90
O -1.07 -1.22 -1.99
O 0.64 -1.79 -3.18
H -1.31 0.73 -3.38
H 0.45 0.76 -3.66
H -0.62 -0.16 -4.76
C -1.67 -2.28 3.77
N -1.67 -3.11 2.54
O -1.25 -4.25 2.63
O -2.09 -2.59 1.52
H -1.26 -2.88 4.58
H -1.05 -1.41 3.58
H -2.69 -1.99 3.98
C -2.71 4.24 -5.51
N -2.02 2.95 -5.22
O -2.28 2.00 -5.92
O -1.23 2.94 -4.29
H -3.38 4.10 -6.35
H -3.27 4.52 -4.62
H -1.95 4.98 -5.73
C -2.24 1.64 6.27
N -2.95 0.39 5.89
O -3.04 0.13 4.70
O -3.40 -0.29 6.79
H -1.90 2.13 5.36
H -2.94 2.26 6.81
H -1.40 1.35 6.90
C -0.65 5.01 -9.68
N -1.92 5.34 -8.99
O -2.95 4.91 -9.46
O -1.84 6.03 -7.99
H -0.87 4.40 -10.55
H -0.18 5.95 -9.98
H -0.02 4.47 -8.98
C 6.17 -3.69 7.45
N 5.19 -4.73 7.00
O 5.40 -5.88 7.32
O 4.24 -4.34 6.35
H 6.95 -4.18 8.01
H 6.57 -3.22 6.55
H 5.63 -2.98 8.06
C -2.09 -4.40 -2.83
N -2.07 -5.24 -4.05
O -1.63 -6.37 -3.95
O -2.49 -4.74 -5.07
H -1.68 -4.97 -2.00
H -1.48 -3.52 -3.03
H -3.12 -4.12 -2.64
C -6.16 6.96 -6.82
N -5.23 6.69 -5.69
O -5.09 5.54 -5.33
O -4.68 7.65 -5.19
H -6.58 6.02 -7.15
H -6.94 7.62 -6.45
H -5.58 7.43 -7.61
```

Properties
Frontier orbital gap: 8.4 eV
M: 719.6 g/mol
SMILES string: Cc1ccccc1C[Si@@H](O)P(=N)(O)O.C[N+](=O)[O-].C[N+](=O)[O-].C[N+](=O)[O-].C[N+](=O)[O-].C[N+](=O)[O-].C[N+](=O)[O-].C[N+](=O)[O-].C[N+](=O)[O-]
Total charge: 0
E_tot: -86668.43863 eV